Entry 1:
9 unconnected molecules or ions with the total composition C16H50N11O13 in a non-equilibrium geometry, computed with ωB97M-V with the def2-TZVPD basis set.

Last column: Löwdin charge in e.
Atoms and positions in Å:
1 N 0.030 1.082 0.233  -0.6819
2 O -0.030 0.765 -0.965  -0.1065
3 O -0.638 2.034 0.740  -0.1231
4 O 0.571 0.279 0.956  -0.0870
5 C -1.810 -5.099 -1.340  -0.8172
6 O -2.475 -6.106 -1.322  0.0267
7 N -1.294 -4.522 -2.392  0.1632
8 N -1.651 -4.432 -0.248  0.1653
9 H -0.690 -3.725 -2.254  0.1069
10 H -1.651 -4.612 -3.333  0.1168
11 H -1.844 -4.926 0.612  0.1243
12 H -0.983 -3.676 -0.299  0.1137
13 C -2.072 9.183 0.378  -0.8072
14 O -1.686 10.337 0.495  0.0181
15 N -1.780 8.205 1.186  0.1596
16 N -2.795 8.764 -0.619  0.1576
17 H -1.050 8.556 1.789  0.1187
18 H -1.860 7.229 0.941  0.1165
19 H -3.070 7.794 -0.667  0.1152
20 H -2.865 9.493 -1.314  0.1213
21 C -1.763 -1.831 7.316  -0.8202
22 O -1.857 -2.478 8.323  0.0305
23 N -2.271 -0.650 7.157  0.1674
24 N -0.911 -2.223 6.395  0.1566
25 H -2.918 -0.357 7.874  0.1187
26 H -2.074 -0.035 6.380  0.1154
27 H -0.806 -1.707 5.533  0.1125
28 H -0.428 -3.031 6.760  0.1190
29 C 4.618 2.832 5.519  -0.7210
30 O 5.479 3.132 6.327  0.0175
31 N 3.557 3.620 5.226  0.1395
32 N 4.514 1.628 4.923  0.1467
33 H 3.511 4.558 5.597  0.1065
34 H 2.762 3.244 4.729  0.0996
35 H 5.328 1.031 4.974  0.1082
36 H 3.748 1.441 4.292  0.1031
37 C 3.726 7.543 -1.710  -0.0894
38 O 4.255 8.662 -0.952  -0.1659
39 C 4.331 8.307 0.374  -0.2706
40 C 5.060 9.284 1.341  -0.1843
41 N 4.145 10.381 1.729  -0.0624
42 C 4.856 11.521 2.272  -0.2545
43 C 3.969 12.667 2.491  -0.2023
44 O 4.725 13.597 3.329  -0.2032
45 C 3.984 14.376 4.174  -0.1518
46 H 4.445 6.729 -1.615  0.0790
47 H 3.626 7.708 -2.782  0.0838
48 H 2.795 7.051 -1.429  0.0880
49 H 4.963 7.419 0.357  0.1136
50 H 3.386 8.100 0.877  0.1260
51 H 5.978 9.640 0.873  0.1105
52 H 5.362 8.832 2.285  0.1166
53 H 3.634 10.598 0.886  0.1071
54 H 5.672 11.909 1.662  0.1225
55 H 5.289 11.230 3.229  0.1311
56 H 3.132 12.291 3.079  0.1196
57 H 3.570 13.134 1.590  0.1301
58 H 3.334 15.004 3.565  0.0830
59 H 4.574 15.057 4.788  0.0885
60 H 3.368 13.676 4.739  0.0854
61 C 7.084 -2.837 5.562  -0.1016
62 O 8.041 -2.652 4.522  -0.1823
63 C 8.135 -3.698 3.581  -0.2283
64 C 8.954 -3.213 2.369  -0.2066
65 N 8.281 -2.355 1.377  -0.0641
66 C 7.164 -2.988 0.648  -0.2001
67 C 6.767 -2.182 -0.613  -0.2180
68 O 7.755 -2.442 -1.618  -0.1994
69 C 7.127 -2.338 -2.961  -0.0712
70 H 6.058 -2.595 5.287  0.0810
71 H 7.193 -2.131 6.385  0.0821
72 H 7.225 -3.861 5.908  0.0838
73 H 7.171 -4.027 3.193  0.1082
74 H 8.607 -4.601 3.970  0.1165
75 H 9.400 -4.094 1.907  0.1010
76 H 9.903 -2.758 2.653  0.1149
77 H 8.908 -2.073 0.637  0.0966
78 H 6.322 -3.135 1.324  0.1065
79 H 7.538 -3.986 0.419  0.1107
80 H 6.686 -1.125 -0.358  0.1228
81 H 5.753 -2.437 -0.923  0.1107
82 H 7.820 -2.605 -3.759  0.0812
83 H 6.685 -1.358 -3.140  0.0807
84 H 6.240 -2.970 -2.981  0.0745
85 O -5.624 3.818 -1.254  -0.0592
86 H -5.869 3.425 -2.092  0.0252
87 H -4.828 3.354 -0.995  0.0335
88 O 1.233 0.051 -6.320  -0.0567
89 H 1.058 0.116 -5.381  0.0327
90 H 0.683 -0.674 -6.618  0.0237

Values from the calculation:
Gap between HOMO and LUMO (eV): 7.17
LUMO level (hartree): 0.0732
Total energy (hartree): -2219.95238
Highest occupied orbital energy (hartree): -0.190
Net charge: -1
Energy above the lowest of the compared OMol25 structures with the same formula, charge and spin (kcal/mol): 0.0

***

Entry 2:
9 unconnected molecules or ions with the total composition C16H50O17 in a non-equilibrium geometry, computed with ωB97M-V with the def2-TZVPD basis set.

Last column: Löwdin charge in e.
Atoms and positions in Å:
1 O -0.538 0.064 0.378  -0.0060
2 H -0.242 0.819 0.867  0.0528
3 H 0.253 -0.343 0.120  -0.0016
4 C 0.289 -2.790 -3.739  -0.2323
5 C 1.560 -3.625 -3.821  -0.2195
6 O 1.141 -4.959 -3.598  -0.0439
7 O -0.096 -2.753 -2.395  -0.0606
8 H -0.448 -3.212 -4.366  0.1088
9 H 0.415 -1.734 -3.980  0.1104
10 H 2.261 -3.365 -3.066  0.0991
11 H 1.990 -3.603 -4.779  0.0997
12 H 0.365 -5.053 -4.129  0.0660
13 H 0.358 -1.972 -2.048  0.0406
14 C -1.885 2.932 -0.033  -0.2258
15 C -0.671 3.800 0.514  -0.1818
16 O 0.318 2.859 0.881  -0.1085
17 O -2.920 3.865 -0.322  -0.0522
18 H -2.238 2.143 0.616  0.0840
19 H -1.564 2.408 -0.921  0.0868
20 H -0.947 4.482 1.311  0.1178
21 H -0.294 4.418 -0.358  0.1295
22 H 1.045 3.260 1.392  0.0951
23 H -3.621 3.357 -0.724  0.0774
24 C 3.092 -2.788 0.160  -0.2352
25 C 1.844 -2.023 0.270  -0.2659
26 O 1.502 -1.256 -0.814  -0.0927
27 O 3.546 -3.188 1.472  -0.0435
28 H 3.963 -2.206 -0.265  0.1368
29 H 3.012 -3.648 -0.454  0.1115
30 H 2.039 -1.426 1.147  0.1109
31 H 0.982 -2.705 0.501  0.1702
32 H 2.279 -1.239 -1.428  0.1362
33 H 4.168 -3.903 1.365  0.0830
34 C -2.772 -0.124 -2.109  -0.2647
35 C -3.077 -1.524 -1.612  -0.2031
36 O -2.294 -1.726 -0.417  -0.1013
37 O -3.517 0.149 -3.278  -0.0558
38 H -1.731 -0.030 -2.373  0.0960
39 H -3.008 0.641 -1.323  0.1258
40 H -2.650 -2.131 -2.339  0.0815
41 H -4.139 -1.669 -1.498  0.1232
42 H -1.682 -0.904 -0.352  0.0525
43 H -3.245 1.027 -3.591  0.0849
44 C 1.510 2.339 -2.195  -0.1916
45 C 0.918 1.682 -3.490  -0.2178
46 O -0.457 1.958 -3.549  -0.0533
47 O 2.881 2.018 -2.088  -0.0420
48 H 1.021 1.966 -1.312  0.0833
49 H 1.435 3.433 -2.197  0.1337
50 H 0.986 0.626 -3.461  0.0781
51 H 1.462 1.898 -4.445  0.1370
52 H -0.789 1.371 -4.204  0.0649
53 H 2.897 1.123 -1.948  0.0151
54 C -3.537 -0.005 2.376  -0.2293
55 C -3.891 1.450 2.839  -0.2142
56 O -2.735 2.215 3.142  -0.0727
57 O -4.531 -0.601 1.566  -0.0594
58 H -3.244 -0.544 3.266  0.0931
59 H -2.614 0.005 1.727  0.1007
60 H -4.573 1.405 3.617  0.0909
61 H -4.372 1.976 1.996  0.1238
62 H -2.427 1.927 4.020  0.0810
63 H -4.181 -1.377 1.112  0.0733
64 C -0.840 -1.229 4.911  -0.2528
65 C -0.358 -0.603 3.698  -0.2620
66 O -0.662 -1.391 2.542  -0.0649
67 O -0.552 -0.402 6.039  -0.0296
68 H -0.427 -2.212 5.098  0.1292
69 H -1.917 -1.442 4.799  0.1201
70 H 0.702 -0.535 3.646  0.1044
71 H -0.751 0.413 3.708  0.1096
72 H -0.489 -0.918 1.724  -0.0001
73 H -1.038 0.379 5.925  0.0418
74 C 3.029 1.405 1.089  -0.2742
75 C 4.443 0.890 0.816  -0.2186
76 O 5.036 1.402 -0.374  -0.0540
77 O 2.495 0.864 2.254  -0.0396
78 H 2.384 1.076 0.276  0.0880
79 H 2.997 2.498 1.103  0.1235
80 H 4.615 -0.199 1.002  0.1289
81 H 5.109 1.352 1.584  0.1228
82 H 4.689 2.262 -0.493  0.0499
83 H 2.939 1.200 3.025  0.0970

Values from the calculation:
Gap between HOMO and LUMO (eV): 9.74
LUMO level (hartree): 0.0030
SMILES: OCCO.OCCO.OCCO.OCCO.OCCO.OCCO.OCCO.OCCO.O
Total energy (hartree): -1918.44798
Highest occupied orbital energy (hartree): -0.355
Net charge: 0
Energy above the lowest of the compared OMol25 structures with the same formula, charge and spin (kcal/mol): 102.4